1.
Formula: C19H15F6N6O8PrS2
Source: the Open Molecules 2025 dataset
Level of theory: wB97M-V/def2-TZVPD

Computed properties:
E_LUMO (alpha / beta) ... -0.084 / -0.084 eV
Gap between HOMO and LUMO (alpha / beta) ... 0.3266 / 0.3267 Ha
HOMO level (alpha / beta) ... -8.972 / -8.973 eV

Geometry as ORCA input:
```
! RIJCOSX wB97M-V def2-TZVPD def2/J DEFGRID3
* xyz 0 3
Pr -0.10 0.33 -0.44
O -1.09 2.43 3.44
C -1.11 1.62 2.54
N -0.04 0.94 1.99
C 1.23 1.33 2.35
O 1.61 2.35 2.89
C 2.28 0.28 1.99
C 3.53 0.38 2.56
C 4.46 -0.63 2.32
C 4.09 -1.71 1.54
C 2.80 -1.71 1.00
N 1.93 -0.75 1.18
C -2.46 1.20 1.97
C -3.60 1.89 2.35
C -4.81 1.44 1.86
C -4.84 0.32 1.03
C -3.64 -0.28 0.70
N -2.47 0.16 1.15
H 3.75 1.24 3.18
H 5.45 -0.58 2.75
H 4.77 -2.53 1.34
H 3.06 -3.40 0.17
H -3.50 2.74 3.01
H -5.73 1.95 2.12
H -5.77 -0.06 0.64
H -3.61 -1.13 0.02
F 0.67 3.66 -2.75
C 1.14 2.51 -3.21
F 1.54 2.68 -4.47
F 0.16 1.59 -3.19
S 2.54 1.91 -2.19
O 1.91 1.55 -0.90
O 3.47 2.98 -2.21
N 2.99 0.61 -2.94
S 2.56 -0.81 -2.26
O 2.36 -2.75 0.24
O 1.04 -0.90 -2.13
C 2.87 -1.82 -3.77
F 4.16 -1.77 -4.08
F 2.54 -3.09 -3.47
F 2.15 -1.44 -4.81
C -3.16 2.85 -1.78
C -2.09 1.91 -1.32
O -2.11 0.69 -1.63
O -1.13 2.38 -0.62
H -2.75 3.47 -2.57
H -3.45 3.51 -0.96
H -4.02 2.31 -2.16
N -0.86 -2.34 1.50
C -1.21 -3.60 1.78
C -1.29 -4.28 0.58
C -0.97 -3.31 -0.39
N -0.72 -2.14 0.18
H -0.73 -1.54 2.11
H -1.37 -3.91 2.80
H -1.54 -5.31 0.43
H -0.90 -3.40 -1.46
*
```

***

2.
Formula: C19H15FO3S2
Source: the Open Molecules 2025 dataset
Level of theory: wB97M-V/def2-TZVPD

Computed properties:
SMILES ... O=C(C[C@@H](c1cccs1)S(=O)(=O)c1ccccc1)c1ccc(F)cc1
E_LUMO ... -0.095 eV
Gap between HOMO and LUMO ... 0.3271 Ha
HOMO level ... -8.996 eV

Geometry as ORCA input:
```
! RIJCOSX wB97M-V def2-TZVPD def2/J DEFGRID3
* xyz 0 1
O 1.08 2.21 1.17
C 0.10 1.58 0.82
C -0.48 1.73 -0.57
C -0.63 0.41 -1.31
C -1.45 0.50 -2.54
C -1.27 1.31 -3.61
C -2.22 1.09 -4.63
C -3.10 0.11 -4.32
S -2.80 -0.57 -2.78
S 1.06 -0.13 -1.90
O 0.87 -1.31 -2.69
O 1.70 1.00 -2.51
C 1.94 -0.58 -0.40
C 2.97 0.21 0.07
C 3.63 -0.16 1.23
C 3.24 -1.31 1.91
C 2.21 -2.10 1.43
C 1.55 -1.73 0.27
C -0.57 0.64 1.75
C -1.90 0.24 1.61
C -2.46 -0.65 2.51
C -1.68 -1.14 3.55
F -2.22 -2.01 4.41
C -0.36 -0.74 3.72
C 0.18 0.16 2.82
H 0.18 2.38 -1.15
H -1.45 2.22 -0.49
H -0.97 -0.40 -0.67
H -0.47 2.03 -3.68
H -2.23 1.63 -5.56
H -3.92 -0.26 -4.91
H 3.24 1.09 -0.49
H 4.44 0.44 1.60
H 3.76 -1.60 2.81
H 1.92 -2.99 1.95
H 0.75 -2.34 -0.15
H -2.52 0.64 0.82
H -3.49 -0.97 2.42
H 0.21 -1.13 4.55
H 1.20 0.49 2.93
*
```

***

3.
Formula: C19H15MnNS4Se4
Source: the Open Molecules 2025 dataset
Level of theory: wB97M-V/def2-TZVPD

Computed properties:
E_LUMO (alpha / beta) ... 3.990 / 2.671 eV
Gap between HOMO and LUMO (alpha / beta) ... 0.1588 / 0.1113 Ha
HOMO level (alpha / beta) ... -0.331 / -0.358 eV

Geometry as ORCA input:
```
! RIJCOSX wB97M-V def2-TZVPD def2/J DEFGRID3
* xyz -2 6
Mn -0.55 -0.55 0.61
S -0.51 -2.65 -0.44
C -1.25 -2.32 -1.99
C -1.27 -3.33 -2.97
C -1.88 -3.15 -4.19
C -2.52 -1.96 -4.50
C -2.53 -0.95 -3.55
C -1.88 -1.11 -2.33
S -1.91 0.24 -1.17
C -0.79 1.44 -1.95
C 0.67 1.37 -1.57
C 1.47 2.41 -2.01
C 2.82 2.40 -1.56
C 3.30 1.32 -0.91
C 2.46 0.14 -0.72
C 2.99 -1.08 -0.46
S 0.90 -1.10 2.35
C 0.91 0.35 3.35
C 1.73 0.40 4.48
C 1.80 1.52 5.29
C 1.02 2.63 4.99
C 0.19 2.59 3.88
C 0.12 1.48 3.05
S -0.96 1.49 1.66
N 1.08 0.32 -0.87
H -0.78 -4.26 -2.73
H -1.86 -3.96 -4.92
H -3.02 -1.82 -5.45
H -3.04 -0.01 -3.75
H -1.21 2.42 -1.70
H -0.90 1.29 -3.02
H 1.06 3.23 -2.59
H 3.46 3.26 -1.74
H 4.33 1.27 -0.56
H 4.06 -1.18 -0.30
H 2.37 -1.96 -0.36
H 2.33 -0.48 4.71
H 2.45 1.52 6.16
H 1.06 3.52 5.61
H -0.43 3.45 3.64
Se -3.65 -1.72 0.58
Se -5.69 -2.41 1.04
Se -3.68 -2.40 4.23
Se -2.27 -1.66 2.66
*
```

***

4.
Formula: C19H15MoN9O4S5
Source: the Open Molecules 2025 dataset
Level of theory: wB97M-V/def2-TZVPD

Computed properties:
E_LUMO (alpha / beta) ... -2.431 / -2.430 eV
Gap between HOMO and LUMO (alpha / beta) ... 0.1857 / 0.1857 Ha
HOMO level (alpha / beta) ... -7.483 / -7.483 eV

Geometry as ORCA input:
```
! RIJCOSX wB97M-V def2-TZVPD def2/J DEFGRID3
* xyz 0 1
Mo 0.71 -0.75 0.08
N -1.19 -1.92 0.39
N -1.27 -3.15 -0.29
C -0.33 -3.41 -1.23
N -0.59 -4.38 -2.09
N 0.78 -2.67 -1.15
N 1.76 -2.84 -2.12
O 2.55 -1.94 -2.23
O 1.81 -3.88 -2.76
H -1.38 -2.11 1.37
H -2.00 -1.30 0.01
H -2.22 -3.41 -0.54
H -1.51 -4.78 -2.13
H 0.12 -4.63 -2.76
S -2.49 1.00 -3.55
C -2.12 0.15 -2.18
S -3.28 -0.36 -1.05
S -0.37 -0.25 -2.10
S 2.40 0.71 -0.49
C 3.94 -0.05 -0.37
C 5.08 0.64 -0.86
N 6.01 1.20 -1.25
C 4.01 -1.26 0.25
S 2.59 -1.96 0.91
C 5.24 -1.96 0.44
N 6.21 -2.54 0.62
O -2.81 4.64 -3.85
C -2.90 4.95 -2.54
O -3.57 5.87 -2.17
C -2.13 4.06 -1.62
C -2.76 3.55 -0.50
C -2.10 2.61 0.28
C -0.81 2.22 -0.05
C -0.16 2.77 -1.13
C -0.82 3.69 -1.92
N -0.21 1.18 0.75
C -0.21 1.39 2.02
C 0.12 0.30 2.92
C 0.02 0.43 4.30
C 0.18 -0.70 5.08
C 0.41 -1.92 4.47
C 0.53 -1.96 3.09
N 0.40 -0.88 2.32
H -2.42 3.75 -3.94
H -3.78 3.84 -0.28
H -2.63 2.12 1.10
H 0.85 2.48 -1.39
H -0.33 4.10 -2.79
H -0.52 2.34 2.43
H -0.19 1.39 4.73
H 0.11 -0.63 6.16
H 0.53 -2.83 5.04
H 0.76 -2.89 2.58
*
```

***

5.
Formula: C19H15MoN9O4S5
Source: the Open Molecules 2025 dataset
Level of theory: wB97M-V/def2-TZVPD

Computed properties:
E_LUMO (alpha / beta) ... -2.398 / -2.791 eV
Gap between HOMO and LUMO (alpha / beta) ... 0.2030 / 0.1880 Ha
HOMO level (alpha / beta) ... -7.922 / -7.906 eV

Geometry as ORCA input:
```
! RIJCOSX wB97M-V def2-TZVPD def2/J DEFGRID3
* xyz 0 3
Mo 0.58 0.06 0.65
N 2.10 0.01 2.51
N 3.34 0.59 2.17
C 3.69 0.32 0.83
N 4.96 0.74 0.54
N 2.60 0.60 0.01
N 2.74 0.99 -1.28
O 3.84 1.16 -1.79
O 1.69 1.17 -1.88
H 1.73 0.49 3.32
H 2.20 -0.98 2.72
H 4.09 0.36 2.81
H 5.69 0.34 1.11
H 5.18 0.75 -0.45
S 3.31 -3.76 -1.35
C 2.82 -2.45 -0.49
S 3.78 -1.87 0.83
S 1.27 -1.77 -0.89
S -1.00 0.93 2.33
C -1.45 -0.38 3.39
C -2.29 -0.06 4.49
N -2.95 0.24 5.39
C -1.00 -1.64 3.18
S 0.05 -2.03 1.85
C -1.37 -2.73 4.01
N -1.65 -3.64 4.66
O -4.92 -3.31 -4.55
C -4.28 -3.62 -3.40
O -4.38 -4.71 -2.94
C -3.46 -2.54 -2.76
C -3.34 -1.24 -3.24
C -2.53 -0.32 -2.61
C -1.82 -0.65 -1.45
C -1.97 -1.95 -0.96
C -2.76 -2.87 -1.61
N -0.98 0.30 -0.78
C -1.20 1.55 -1.05
C -0.40 2.57 -0.47
C -0.55 3.93 -0.79
C 0.27 4.85 -0.19
C 1.20 4.41 0.74
C 1.30 3.06 1.01
N 0.53 2.15 0.40
H -4.75 -2.42 -4.84
H -3.87 -0.90 -4.13
H -2.44 0.66 -3.07
H -1.47 -2.25 -0.06
H -2.85 -3.88 -1.23
H -2.00 1.85 -1.71
H -1.30 4.21 -1.52
H 0.19 5.90 -0.43
H 1.85 5.10 1.26
H 2.03 2.68 1.71
*
```

***

6.
Formula: C19H15NO2S4Sn
Source: the Open Molecules 2025 dataset
Level of theory: wB97M-V/def2-TZVPD

Computed properties:
E_LUMO (alpha / beta) ... -1.354 / -0.119 eV
Gap between HOMO and LUMO (alpha / beta) ... 0.2409 / 0.2461 Ha
HOMO level (alpha / beta) ... -7.910 / -6.817 eV

Geometry as ORCA input:
```
! RIJCOSX wB97M-V def2-TZVPD def2/J DEFGRID3
* xyz 0 1
Sn -0.54 -1.00 1.60
S 1.89 -1.88 1.62
C 2.64 -0.63 2.61
C 3.67 -0.99 3.48
C 4.31 -0.03 4.26
C 3.93 1.30 4.20
C 2.90 1.67 3.35
C 2.28 0.72 2.55
S 0.93 1.26 1.53
C 1.69 1.11 -0.12
C 0.88 0.41 -1.18
C 1.06 0.80 -2.50
C 0.46 0.07 -3.51
C -0.28 -1.05 -3.17
C -0.43 -1.37 -1.83
C -1.18 -2.61 -1.44
S -2.60 -2.31 -0.34
C -3.20 -0.82 -1.09
C -3.79 -0.89 -2.35
C -4.21 0.25 -3.00
C -4.04 1.48 -2.38
C -3.46 1.56 -1.13
C -3.03 0.41 -0.44
S -2.42 0.67 1.19
N 0.11 -0.62 -0.86
H 3.96 -2.03 3.55
H 5.11 -0.34 4.93
H 4.41 2.04 4.83
H 2.57 2.70 3.31
H 2.62 0.55 0.01
H 1.95 2.11 -0.46
H 1.67 1.67 -2.73
H 0.58 0.36 -4.54
H -0.75 -1.66 -3.92
H -0.52 -3.29 -0.89
H -1.51 -3.13 -2.34
H -3.93 -1.87 -2.81
H -4.68 0.18 -3.97
H -4.36 2.39 -2.88
H -3.33 2.52 -0.65
O -0.49 -0.49 3.68
O -0.86 0.76 3.83
*
```

***

7.
Formula: C19H16BCdF4N7OS2
Source: the Open Molecules 2025 dataset
Level of theory: wB97M-V/def2-TZVPD

Computed properties:
E_LUMO ... 4.642 eV
Gap between HOMO and LUMO ... 0.2288 Ha
HOMO level ... -1.584 eV

Geometry as ORCA input:
```
! RIJCOSX wB97M-V def2-TZVPD def2/J DEFGRID3
* xyz -2 1
Cd -0.13 0.64 0.48
S 0.76 -0.35 2.75
C 2.34 0.36 2.67
C 3.41 -0.41 3.23
N 4.26 -1.04 3.70
C 2.63 1.56 2.07
S 1.49 2.56 1.22
C 4.00 2.01 2.07
N 5.09 2.38 2.07
O -2.17 -0.07 1.43
C -3.07 -0.92 1.18
C -4.17 -1.08 2.09
C -5.17 -2.01 1.90
C -5.16 -2.85 0.78
C -4.13 -2.71 -0.13
C -3.10 -1.77 0.02
C -2.08 -1.64 -1.02
N -0.94 -0.97 -1.00
C -0.35 -1.11 -2.24
C -1.13 -1.89 -3.02
N -2.22 -2.22 -2.24
H -4.16 -0.44 2.96
H -5.97 -2.09 2.63
H -5.93 -3.59 0.62
H -4.12 -3.37 -0.99
H 0.56 -0.60 -2.49
H -1.05 -2.19 -4.05
H -3.02 -2.75 -2.54
C -0.96 5.03 1.49
C -1.47 3.78 0.93
N -1.78 2.76 0.51
H -0.61 5.67 0.69
H -0.13 4.80 2.15
H -1.75 5.54 2.05
C 2.58 -2.41 0.62
C 2.94 -1.23 -0.21
N 2.17 -0.22 -0.53
C 2.92 0.63 -1.31
C 4.16 0.11 -1.49
N 4.16 -1.08 -0.79
H 1.57 -2.27 1.01
H 3.25 -2.51 1.47
H 2.62 -3.33 0.02
H 2.51 1.56 -1.67
H 5.03 0.47 -2.01
H 4.95 -1.69 -0.66
F -0.96 2.55 -3.88
B 0.27 2.19 -3.29
F 1.16 3.28 -3.34
F 0.83 1.09 -3.98
F 0.06 1.82 -1.93
*
```

***

8.
Formula: C19H16BN9O4Sc
Source: the Open Molecules 2025 dataset
Level of theory: wB97M-V/def2-TZVPD

Computed properties:
E_LUMO (alpha / beta) ... -8.446 / -10.861 eV
Gap between HOMO and LUMO (alpha / beta) ... 0.2102 / 0.1215 Ha
HOMO level (alpha / beta) ... -14.167 / -14.166 eV

Geometry as ORCA input:
```
! RIJCOSX wB97M-V def2-TZVPD def2/J DEFGRID3
* xyz 2 2
Sc 0.20 -0.07 -0.02
C -2.15 -3.79 0.09
C -2.15 -2.40 0.11
N -0.90 -1.94 0.03
N -0.07 -3.02 -0.05
C -0.82 -4.14 -0.01
B 1.46 -2.81 -0.15
N 1.71 -1.93 -1.46
C 2.67 -2.04 -2.39
C 2.45 -1.10 -3.38
C 1.32 -0.41 -2.97
N 0.86 -0.93 -1.82
N 1.89 -1.98 1.14
C 2.97 -2.12 1.92
C 2.90 -1.21 2.97
C 1.72 -0.51 2.74
N 1.11 -0.99 1.65
N 2.32 -4.06 -0.24
C 2.09 -5.40 -0.24
C 3.30 -6.04 -0.34
C 4.24 -4.99 -0.39
N 3.65 -3.82 -0.33
H -2.99 -4.46 0.13
H -2.99 -1.73 0.18
H -0.38 -5.12 -0.06
H 3.45 -2.78 -2.33
H 3.04 -0.94 -4.27
H 0.80 0.39 -3.46
H 3.74 -2.85 1.73
H 3.61 -1.08 3.77
H 1.28 0.28 3.33
H 1.12 -5.85 -0.18
H 3.49 -7.10 -0.37
H 5.32 -5.06 -0.46
O -0.54 1.78 0.07
C -0.04 2.92 0.05
C 1.37 3.18 -0.04
C 1.84 4.48 -0.05
C 3.22 4.71 -0.14
C 4.16 3.67 -0.23
C 3.72 2.37 -0.22
C 2.32 2.08 -0.13
O 1.93 0.88 -0.12
N 3.70 6.11 -0.15
O 2.85 6.96 -0.08
O 4.90 6.26 -0.23
H -0.71 3.78 0.12
H 1.16 5.31 0.01
H 5.21 3.92 -0.30
H 4.41 1.54 -0.28
*
```

***

Which E belongs to each record? In order, -3576.30114; -1854.97226; -13137.33517; -3585.85756; -3585.85708; -2745.22179; -2581.00003; -2312.49632 Ha.
Which strongest force on any atom belongs to each record? In order, 1.90; 0.95; 1.75; 0.40; 2.99; 0.09; 0.38; 2.84 eV Å⁻¹.